Computed, not measured: 2 unconnected molecules or ions with the total composition C7H15S, with ωB97M-V/def2-TZVPD.

Total charge: -1
Relative energy (zero: lowest compared OMol25 entry of this formula, charge and spin) in eV: 0.099
E_tot in eV: -18337.7502
LUMO energy in eV: 3.804

Each line ends with the Mulliken charge.
CARTESIAN COORDINATES (ANGSTROEM)
1 S 1.2980 0.2963 1.3794  -0.59
2 C -1.1925 2.2014 -2.1306  -1.12
3 C -0.1687 1.2021 -1.6970  0.07
4 C -1.0060 -1.0086 2.2631  -0.54
5 C -0.8016 -2.1926 1.3243  -0.89
6 C 1.1744 -0.9281 -1.9472  -0.78
7 C 0.1380 0.0819 -2.3977  -0.28
8 C -0.5024 0.3138 1.6490  -0.42
9 H 0.2465 -2.1567 0.9139  0.21
10 H -0.3718 -0.1141 -3.3431  0.23
11 H 1.3188 -0.8045 -0.8605  0.00
12 H -1.0769 0.4880 0.7293  0.07
13 H 2.1497 -0.7938 -2.4489  0.30
14 H -1.6491 1.8658 -3.0609  0.32
15 H 0.3497 1.3893 -0.7516  0.30
16 H -1.4884 -2.1037 0.4516  0.23
17 H -0.9588 -3.1797 1.8118  0.33
18 H -2.0873 -0.9300 2.4864  0.31
19 H -1.9440 2.3508 -1.3708  0.25
20 H -0.7835 1.1506 2.3062  0.25
21 H 0.8367 -1.9460 -2.1725  0.26
22 H -0.4269 -1.1908 3.2020  0.24
23 H -0.7290 3.2152 -2.3467  0.25